A structure of composition C12H26NO3PSn in a non-equilibrium geometry, computed with ωB97M-V/def2-TZVPD.

Properties
- total energy (eV) = -35563.1745
- relative energy (zero: lowest compared OMol25 entry of this formula, charge and spin) (kJ/mol) = 274.7
- LUMO level (Ha) = -0.6575
- net charge = +4
- max |F| (Eh/bohr) = 0.29254

Structure (XYZ):
```
44
Properties=species:S:1:pos:R:3:lowdin_charge:R:1
Sn 0.000 0.000 0.000 0.9417
C -2.010 -0.277 -0.081 -0.0347
O -3.174 -0.386 -0.096 0.3597
C -0.322 1.849 0.478 -0.0228
O -0.510 2.983 0.733 0.3875
C 1.980 0.383 0.277 0.0071
O 3.093 0.653 0.506 0.3608
C -1.487 0.984 -3.294 -0.4929
P 0.001 0.238 -2.449 1.0650
H 0.583 -1.753 -3.830 0.1523
H -2.274 0.265 -3.035 0.0985
C 1.474 0.919 -3.374 -0.4604
H 1.225 0.888 -4.442 0.1401
C -1.375 1.064 -4.822 -0.0315
H -1.052 0.116 -5.266 0.0983
H -0.664 1.840 -5.125 0.1052
H -2.349 1.324 -5.255 0.1344
C -1.896 2.330 -2.678 -0.0597
H -1.177 3.120 -2.909 0.0925
C 0.630 -2.276 -1.724 -0.1079
H -1.978 2.257 -1.592 0.0436
H -2.870 2.634 -3.081 0.1297
C -1.430 -2.148 -3.164 -0.0487
H 0.022 -2.081 -0.800 0.0310
H 0.604 -3.371 -1.808 0.1019
H 1.663 -1.967 -1.565 0.0836
C -0.025 -1.582 -2.933 -0.4496
H -1.371 -3.235 -3.302 0.1255
H -1.904 -1.725 -4.054 0.1021
H -2.080 -1.955 -2.304 0.0744
C 2.731 0.069 -3.144 -0.0591
H 2.983 0.019 -2.081 0.0558
H 3.580 0.528 -3.665 0.1309
H 2.619 -0.950 -3.527 0.0949
C 1.725 2.372 -2.946 -0.0556
H 1.863 2.431 -1.861 0.0685
H 0.894 3.029 -3.215 0.0820
H 2.631 2.754 -3.432 0.1280
H -0.174 -5.604 -1.276 0.0172
H -0.179 -5.739 -0.544 0.0362
N -0.372 -0.915 1.821 0.0931
H 0.501 -0.892 2.392 0.1577
H -0.644 -1.913 1.672 0.1627
H -1.122 -0.419 2.354 0.1614
```